Entry 1:
An isolated molecule of C4H9NO2. Source: OMol25; level of theory: ωB97M-V/def2-TZVPD.

XYZ file:
```
16
C4H9NO2 | OMol25 | ωB97M-V/def2-TZVPD
O -0.3876 -2.5736 -0.0723
O -1.0658 -0.8204 -2.2356
N 0.8596 0.9377 0.1495
C 0.1713 -1.4589 0.6382
C -0.8464 -0.0832 -1.3024
C 0.0914 1.8602 0.9921
C 0.3386 -0.2814 -0.3287
H -0.5683 2.4377 0.3250
H 0.7982 2.5175 1.4970
H -0.6123 -1.3084 1.3915
H -1.2232 0.9585 -1.4430
H -0.6872 -2.4454 -0.9893
H -0.5344 1.3541 1.7204
H 1.0662 -1.8556 1.0961
H 1.5021 1.4345 -0.4211
H 1.0978 -0.6734 -1.0176
```

Properties
SMILES string: CN[C@H](C=O)CO
HOMO level: -8.86 eV



Entry 2:
A structure of composition C4H9NO2. Source: OMol25; level of theory: ωB97M-V/def2-TZVPD.

XYZ file:
```
16
C4H9NO2 | OMol25 | ωB97M-V/def2-TZVPD
O -2.3391 0.2755 -1.0191
O 0.2659 -1.3152 -1.2842
N -1.0566 1.2567 0.5375
C 0.6994 -0.2995 -0.3800
C -2.0659 1.2759 -0.3436
C 2.0315 -0.7177 0.2313
C -0.4301 -0.0456 0.6259
H -2.6453 2.1887 -0.4467
H -0.0225 -2.0506 -0.7240
H -0.0353 -0.1315 1.6719
H 1.8922 -1.5616 0.9196
H 2.5087 0.0960 0.7875
H 0.8376 0.5879 -1.0046
H 2.7047 -1.0447 -0.5667
H -0.9197 2.0258 1.1747
H -1.4256 -0.5402 -0.1794
```

Properties
HOMO level: -9.04 eV



Entry 3:
An isolated molecule of C4H9NO2. Source: OMol25; level of theory: ωB97M-V/def2-TZVPD.

XYZ file:
```
16
C4H9NO2 | OMol25 | ωB97M-V/def2-TZVPD
O -1.1727 1.9203 -0.1339
O -0.0675 -0.2909 1.1410
N 2.1331 0.0088 1.2259
C 1.0944 -0.5019 0.4716
C 1.2333 -1.1605 -0.6907
C -1.4518 0.6407 -0.6658
C -1.2879 -0.3943 0.4398
H -2.4917 0.5704 -1.0275
H 1.8916 0.7695 1.8412
H -0.7838 0.4071 -1.5035
H 3.0338 0.0685 0.7811
H 0.4090 -1.6890 -1.1536
H 2.2104 -1.2335 -1.1534
H -0.9054 2.4901 -0.8638
H -2.0522 -0.2401 1.2057
H -1.4188 -1.4023 0.0219
```

Properties
SMILES string: C=C(N)OCCO
HOMO level: -7.99 eV



Entry 4:
A cluster of 2 separate species, C4H9NO2 in total. Source: OMol25; level of theory: ωB97M-V/def2-TZVPD.

XYZ file:
```
16
C4H9NO2 | OMol25 | ωB97M-V/def2-TZVPD
O 0.9434 -1.2510 -1.6593
O -0.4995 -1.2983 1.6177
N -0.9976 0.4308 0.1992
C 1.2111 1.5429 0.4751
C -1.0054 -0.8638 0.6030
C 0.1641 -2.1700 -1.7010
C -0.2441 1.4444 0.9179
H 1.7308 0.5990 0.6627
H 0.2048 -3.0177 -0.9927
H -1.5666 -1.5112 -0.1025
H -0.7613 2.4007 0.7813
H -1.2177 0.6095 -0.7702
H 1.2857 1.7638 -0.5954
H -0.6615 -2.2045 -2.4411
H -0.3039 1.1836 1.9777
H 1.7177 2.3419 1.0276
```

Properties
SMILES string: CCNC=O.C=O
HOMO level: -9.78 eV



Entry 5:
A cluster of 2 separate species, C4H9NO2SSe in total. Source: OMol25; level of theory: ωB97M-V/def2-TZVPD.

XYZ file:
```
18
C4H9NO2SSe | OMol25 | ωB97M-V/def2-TZVPD
Se 0.7031 3.3763 -2.5353
S -0.2574 -0.4685 2.8714
O -1.0489 -2.9704 0.5960
O -0.5593 -2.0718 -1.4981
N 1.0055 -0.2151 -0.5154
C 0.9508 -1.2875 1.7101
C -0.4409 -2.1860 -0.1435
C 0.5315 -1.1706 0.2629
C -0.7635 3.5675 -1.1782
H 1.3918 0.5386 0.0230
H -0.8906 -1.6904 2.7971
H 0.5566 0.1256 -1.4552
H -1.0754 -2.7997 -1.8940
H -1.2873 4.4208 -1.3986
H 2.0489 -0.9829 1.8217
H 0.7573 -2.3705 1.9419
H -1.3623 2.5993 -1.2311
H -0.2599 3.5854 -0.1747
```

Properties
HOMO level (alpha / beta): -9.09 / -6.97 eV



Entry 6:
A structure of composition C4H9NO3. Source: OMol25; level of theory: ωB97M-V/def2-TZVPD.

XYZ file:
```
17
C4H9NO3 | OMol25 | ωB97M-V/def2-TZVPD
O -1.4793 -1.5054 1.3772
O -1.1289 -1.0447 -1.2389
O 1.3519 1.4505 -0.1532
N 0.1737 -0.3691 -1.0931
C -0.5311 -0.6091 1.8467
C 2.1356 1.2589 -1.3744
C -0.7994 0.6232 0.8983
C 0.2909 0.5772 -0.1363
H -0.7124 1.6664 1.3224
H -0.5772 -0.4490 2.9820
H 1.3863 0.5938 -2.4222
H -0.5545 -1.9848 -1.6727
H 2.5845 2.2786 -1.5728
H 0.6076 -1.1734 1.9078
H -1.6984 0.4989 0.4011
H 2.9921 0.3161 -0.9187
H -1.7694 -1.4675 0.3380
```

Properties
HOMO level: -9.19 eV



Entry 7:
A structure of composition C4H9NO3. Source: OMol25; level of theory: ωB97M-V/def2-TZVPD.

XYZ file:
```
17
C4H9NO3 | OMol25 | ωB97M-V/def2-TZVPD
O -2.1674 0.4002 -1.0882
O 2.6822 1.3493 -0.3050
O -0.0253 0.0728 2.8834
N -1.0515 -1.8537 -1.4412
C -1.1966 -0.3976 -1.2196
C 0.3144 0.1427 -0.9349
C 0.4243 -0.3825 1.7122
C 0.3979 0.5554 0.5267
H 1.0149 -0.5573 -1.3305
H -1.9416 -2.3010 -1.1886
H 0.4360 1.0276 -1.5505
H 3.5779 1.6405 -0.4227
H -1.0612 -1.0688 -2.2782
H 1.2198 1.1855 0.4850
H 1.3018 -1.0025 1.7622
H -0.2827 -1.2111 1.3574
H -0.4603 1.1763 0.8262
```

Properties
HOMO level: -9.09 eV



Entry 8:
An isolated molecule of C4H9NO3. Source: OMol25; level of theory: ωB97M-V/def2-TZVPD.

XYZ file:
```
17
C4H9NO3 | OMol25 | ωB97M-V/def2-TZVPD
O -0.4830 -0.5881 -0.6967
O 0.2742 1.1826 2.1183
O -0.4333 1.4712 -1.3291
N -0.5821 1.5833 0.0247
C 0.0333 0.9006 0.9990
C 0.5519 -0.3572 0.1750
C -0.3954 -1.7959 -1.6385
C 0.9184 -1.6596 0.9084
H -0.4976 -2.9268 -1.1794
H 1.3133 0.0361 -0.4121
H -0.9192 2.5526 0.2485
H 0.6793 -1.6931 -2.1396
H 1.4807 -2.3938 0.2547
H 0.1133 -2.4149 1.5033
H 1.7488 -1.3332 1.6765
H -1.3717 -1.6606 -2.1389
H 0.0164 -0.3024 -1.3888
```

Properties
HOMO level: -6.87 eV



no.,molar mass (g/mol)
1,103.121
2,103.121
3,103.121
4,103.121
5,214.148
6,119.120
7,119.120
8,119.120